Here is one molecule with the formula C11H21BN2O4 at a distorted geometry from the Open Molecules 2025 dataset. Energies are from wB97M-V/def2-TZVPD.

```
39
Properties=species:S:1:pos:R:3:forces:R:3
O -2.301093 -1.288238 -1.956880 -1.6 0.3 0.3
O -0.188994 4.084944 0.908362 -1.8 0.2 -1.0
O -2.246471 4.024869 -0.307427 -1.2 0.2 -0.3
O -3.136867 -1.154919 0.171697 -0.3 0.4 -1.3
B -0.908231 3.878537 -0.303134 2.3 -0.2 0.4
C -2.175864 -1.352057 -0.754251 1.3 0.1 -0.8
N 2.750160 -2.061642 0.844135 -0.1 0.6 -0.4
N -0.270763 -2.789579 -1.061308 0.2 -0.3 0.4
C -0.028189 3.369830 -1.556662 -0.9 0.9 1.7
C 0.588214 2.060256 -1.132983 1.7 -1.7 -0.8
C 1.740038 -2.521871 1.795994 -0.3 0.3 -0.1
C -0.383193 0.882868 -0.893890 0.5 0.4 0.7
C 2.531952 -0.608200 0.674654 0.2 0.6 -0.3
C -0.721181 -2.041972 1.208457 -0.3 0.7 0.4
C 0.578777 -1.490325 1.822943 -0.3 -0.4 -0.8
C 0.222710 -0.445287 -0.442504 0.7 0.0 0.0
C 1.028101 -0.336008 0.889408 -0.1 -0.7 0.3
C -0.773140 -1.667094 -0.285900 0.6 0.0 1.7
H -0.825625 4.425864 1.567456 0.5 -0.3 -0.2
H -2.701938 3.861140 -1.154420 0.6 0.1 0.6
H -3.903305 -0.837648 -0.354380 0.2 -0.3 0.5
H 2.559660 -2.527994 -0.024790 0.0 0.0 -0.5
H -0.753721 -3.627585 -0.747443 0.1 0.0 -0.1
H -0.556797 -2.627962 -2.007391 0.1 -0.1 -0.7
H -0.696470 3.261341 -2.387590 -0.2 -0.2 -0.8
H 0.739553 4.121520 -1.785832 -0.1 -0.3 0.0
H 1.226626 2.209470 -0.247483 -0.2 0.0 -0.2
H 1.279835 1.710466 -1.955823 -0.4 0.3 0.8
H 2.186143 -2.603702 2.766714 0.3 0.0 0.7
H 1.382558 -3.521975 1.536632 0.1 0.1 -0.1
H -1.110682 1.153357 -0.152635 -0.7 0.4 0.6
H -0.917687 0.704145 -1.788709 -0.7 -0.1 -1.1
H 2.826687 -0.181511 -0.300522 0.0 -0.8 0.1
H 3.189788 -0.055363 1.347568 -0.3 -0.1 0.5
H -0.778089 -3.109547 1.369728 -0.1 -0.4 -0.1
H -1.625107 -1.628859 1.672561 0.4 0.1 0.2
H 0.402440 -1.129143 2.830658 0.0 0.0 0.2
H 0.953408 -0.735773 -1.213437 -0.3 -0.2 0.0
H 0.816756 0.595648 1.408427 0.1 0.4 -0.2
```
Forces are in eV/Å.

The value obtained for the highest occupied orbital energy is -8.725 eV. The HOMO-LUMO gap comes out at 0.331 Eh. As for the charge: 0. The energy relative to the best compared isomer or geometry (same formula, charge and spin) comes out at 40.0 kJ/mol.